Record 1
DFT (ωB97M-V/def2-TZVPD) results for C23H36IrN7O5S3 as an isolated structure at a distorted geometry.

Results
Charge ... +2
HOMO-LUMO gap ... 4.62 eV
Energy ... -2955.91745 Ha
Max |F| ... 2.54 eV/A
Highest occupied orbital energy ... -11.71 eV

```
75
Properties=species:S:1:pos:R:3:forces:R:3:mulliken_charge:R:1
Ir -0.558 0.596 0.662 -2.459 0.340 0.546 2.928
C -3.411 1.053 -0.629 -0.162 -0.012 0.122 -0.892
C -3.558 -0.068 0.374 -0.178 0.105 -0.227 -0.397
N -2.503 -0.005 1.416 1.158 -0.054 -0.172 -0.724
C -2.840 0.819 2.603 -0.035 0.040 0.226 -0.886
C -2.821 2.306 2.337 -0.103 0.155 0.010 -0.651
S -1.272 2.829 1.528 0.637 -1.065 -0.194 -0.094
C -1.838 3.613 -0.022 0.041 0.093 0.006 -0.875
C -1.721 2.720 -1.251 -0.110 0.157 -0.080 -0.674
N -1.978 1.309 -0.932 1.336 -0.141 0.294 -0.730
H -3.851 1.981 -0.269 0.023 -0.007 -0.009 0.472
H -3.949 0.768 -1.537 0.059 0.044 -0.066 0.581
H -3.456 -1.011 -0.141 0.014 -0.254 -0.071 -0.139
H -4.553 -0.044 0.824 0.066 -0.016 0.074 0.581
H -2.355 -0.949 1.769 -0.257 -0.068 -0.069 0.474
H -2.111 0.578 3.376 -0.025 -0.016 -0.006 0.369
H -3.830 0.543 2.979 0.014 -0.065 -0.049 0.486
H -2.872 2.837 3.287 -0.026 0.012 -0.012 0.605
H -3.654 2.650 1.729 -0.007 -0.047 -0.002 0.410
H -1.215 4.498 -0.154 -0.062 0.049 0.035 0.529
H -2.851 3.969 0.165 -0.004 -0.011 -0.025 0.563
H -0.716 2.783 -1.660 -0.077 -0.022 -0.088 0.336
H -2.412 3.086 -2.017 -0.014 -0.075 0.000 0.543
H -1.715 0.736 -1.734 -0.187 -0.068 -0.100 -0.089
C 1.756 2.136 3.478 -0.046 0.022 0.049 -0.706
N 2.424 0.858 3.378 0.026 -0.029 -0.133 0.171
C 3.858 0.734 3.689 0.033 -0.044 0.017 -0.509
C 4.129 -0.773 3.512 0.063 -0.016 0.028 -0.558
N 2.832 -1.257 3.025 0.063 -0.056 0.051 -0.017
C 1.911 -0.300 3.008 0.072 0.086 0.073 0.293
S 0.261 -0.652 2.593 0.065 0.540 -0.354 -0.585
H 2.171 2.838 2.754 0.009 -0.004 -0.004 0.278
H 1.888 2.540 4.482 0.022 0.000 -0.003 0.425
H 0.698 2.003 3.284 -0.006 -0.030 0.026 0.046
H 4.046 1.075 4.705 -0.020 0.030 -0.002 0.344
H 4.439 1.352 3.004 -0.008 -0.003 -0.008 0.342
H 4.402 -1.263 4.445 -0.057 0.014 0.023 0.387
H 4.907 -0.975 2.779 -0.010 -0.003 -0.009 0.274
H 2.608 -2.233 2.916 -0.057 0.021 -0.081 0.255
N -0.203 -1.343 -0.354 0.498 1.028 0.719 -0.189
C -1.211 -1.814 -1.259 -0.263 -0.177 -0.270 0.230
C -1.292 -1.222 -2.516 0.068 0.236 0.061 -0.646
C -2.363 -1.516 -3.339 0.134 -0.134 0.166 -0.929
C -3.316 -2.429 -2.899 -0.449 -0.098 -0.188 -0.259
C -3.177 -3.104 -1.692 0.238 0.094 -0.132 -0.619
C -2.103 -2.799 -0.869 -0.009 0.093 0.262 -0.933
S -4.878 -2.547 -3.807 0.202 0.116 0.209 1.260
O -5.536 -1.424 -3.140 -0.069 0.075 0.011 -0.654
O -5.389 -3.853 -3.473 -0.039 0.056 0.022 -0.661
O -4.508 -2.315 -5.181 -0.026 0.050 0.016 -0.663
H -0.059 -1.997 0.414 0.012 -0.142 -0.107 0.570
H 0.689 -1.300 -0.863 -0.080 -0.197 -0.021 -0.078
H -0.521 -0.519 -2.831 0.045 -0.077 -0.029 0.827
H -2.490 -1.045 -4.305 -0.021 -0.080 -0.054 0.525
H -3.926 -3.831 -1.406 0.001 -0.046 -0.068 0.538
H -1.990 -3.292 0.096 0.035 -0.010 -0.035 0.476
O 4.575 -3.488 -0.491 0.029 0.023 0.035 -0.503
C 4.923 -2.962 -1.755 -0.040 0.005 -0.040 -0.504
N 4.562 -1.558 -1.747 0.051 -0.023 0.033 -0.205
C 3.269 -1.203 -1.749 0.050 -0.071 -0.027 0.422
O 2.337 -1.963 -1.960 -0.029 0.040 0.162 -0.693
C 2.888 0.213 -1.407 0.018 0.057 0.028 0.138
C 2.938 1.301 -2.264 0.094 0.022 0.084 -0.374
C 2.286 2.470 -1.884 0.183 0.042 -0.007 -0.999
C 1.518 2.468 -0.741 0.007 0.116 0.290 -0.993
N 1.420 1.402 0.078 -0.438 -0.846 -0.792 0.248
C 2.168 0.331 -0.231 0.314 0.324 0.111 -1.111
H 4.507 -4.447 -0.557 0.007 -0.002 -0.013 0.312
H 4.378 -3.455 -2.559 -0.002 -0.012 0.014 0.332
H 5.996 -3.030 -1.933 0.003 0.021 -0.041 0.392
H 5.260 -0.884 -1.477 -0.019 0.017 -0.014 0.268
H 3.477 1.246 -3.202 -0.040 0.005 -0.025 0.563
H 2.346 3.362 -2.493 -0.028 0.002 0.003 0.516
H 0.962 3.349 -0.442 -0.032 -0.041 -0.053 0.944
H 2.174 -0.482 0.485 -0.194 -0.066 -0.128 1.284
```
Forces are in eV/Å.



Record 2
DFT (ωB97M-V/def2-TZVPD) results for a 2-piece molecular cluster, C4H8O2 overall.

Results
SMILES string ... COC=O.C=C
HOMO-LUMO gap ... 10.68 eV
Energy ... -307.63980 Ha
Max |F| ... 0.53 eV/A
Highest occupied orbital energy ... -9.83 eV

```
14
Properties=species:S:1:pos:R:3:forces:R:3:mulliken_charge:R:1
C 2.043 0.916 0.074 0.264 0.034 -0.066 -0.664
C -0.158 1.643 -0.320 -0.378 0.173 0.014 0.230
O 0.662 0.877 0.412 -0.175 0.143 0.052 -0.228
C -0.908 -1.980 0.405 -0.110 0.017 -0.032 -0.415
C -2.015 -1.397 -0.042 0.094 -0.064 0.041 -0.503
O -1.312 1.812 -0.051 0.504 -0.098 -0.119 -0.454
H 2.228 1.659 -0.710 0.048 -0.141 0.100 0.352
H 2.364 -0.068 -0.274 -0.069 0.108 0.072 0.238
H 2.596 1.199 0.971 -0.019 -0.069 -0.132 0.244
H 0.349 2.097 -1.192 -0.119 0.015 0.073 0.282
H -0.707 -3.034 0.226 -0.036 0.139 -0.004 0.229
H -0.164 -1.426 0.972 -0.166 -0.092 -0.074 0.206
H -2.223 -0.346 0.145 0.059 -0.210 -0.023 0.251
H -2.754 -1.952 -0.615 0.102 0.044 0.097 0.230
```
Forces are in eV/Å.



Record 3
DFT (ωB97M-V/def2-TZVPD) results for an isolated ion of composition C3H5N4O and charge +1 at a distorted geometry.

Results
Charge ... +1
HOMO-LUMO gap ... 8.97 eV
Energy ... -411.18282 Ha
Max |F| ... 4.83 eV/A
Highest occupied orbital energy ... -14.72 eV

```
13
Properties=species:S:1:pos:R:3:forces:R:3:mulliken_charge:R:1
C -1.551 -1.037 0.105 0.461 -2.386 0.229 -0.340
C 1.244 -0.041 -0.074 2.362 -1.631 0.811 -1.002
C 0.039 0.816 -0.016 1.657 -1.976 1.007 0.852
N -1.136 0.276 0.058 -4.535 -1.654 -0.142 0.479
N -2.880 -0.958 0.084 1.917 2.340 -0.357 0.190
N -2.313 1.100 -0.009 1.684 2.528 -0.358 -0.202
N -3.259 0.375 -0.044 -2.699 -0.468 0.431 -0.360
O 0.195 2.040 0.093 2.351 1.675 -0.352 -0.319
H 1.199 -1.161 0.122 -1.315 1.373 -0.815 0.327
H 1.920 0.139 0.850 -0.735 0.877 -1.853 0.350
H 1.744 0.078 -1.088 -0.239 0.246 1.443 0.340
H -3.693 -1.550 0.135 0.515 -0.967 -0.022 0.262
H -0.455 2.727 0.212 -1.423 0.042 -0.022 0.421
```
Forces are in eV/Å.



Record 4
DFT (ωB97M-V/def2-TZVPD) results for C35H37BF7GaIO4S as an isolated structure at a distorted geometry.

Results
Charge ... -1
HOMO-LUMO gap ... 8.34 eV
Energy ... -5001.49441 Ha
Max |F| ... 6.10 eV/A
Highest occupied orbital energy ... -6.12 eV

```
87
Properties=species:S:1:pos:R:3:forces:R:3:mulliken_charge:R:1
C -2.597 0.840 3.058 -0.425 0.162 -0.468 -0.912
C -1.703 0.062 1.896 -1.527 -0.921 0.188 0.070
O -0.282 -0.073 2.246 0.649 -0.974 -2.395 -0.366
B 0.494 -0.781 1.213 1.315 1.401 2.874 1.031
O 1.989 -0.781 1.399 -2.241 1.494 -1.168 -0.634
Ga -0.231 -1.812 -0.426 -1.082 1.558 -1.345 -0.097
F -2.127 -1.790 -0.637 1.522 -0.169 0.146 -0.545
C 0.564 -1.004 -2.200 -1.061 -0.024 -1.261 -0.248
C -0.159 0.483 -2.398 2.154 -0.047 1.362 -0.420
C 1.022 1.665 -2.438 -0.801 -0.631 0.431 -0.831
I -1.168 0.563 -4.363 0.163 0.169 0.969 -0.046
S 0.356 -4.080 -0.289 0.238 -4.489 -4.122 0.782
O 1.841 -4.340 -0.655 -4.647 0.700 1.941 -0.437
O -0.652 -4.838 -1.236 3.568 2.564 3.776 -0.575
F -0.005 -4.691 1.309 0.776 0.621 -1.900 -0.364
H -2.203 0.612 4.156 -0.819 0.471 -2.460 0.245
H -3.718 0.447 2.967 2.494 0.675 0.217 0.365
H -2.668 2.011 2.878 0.413 -2.651 0.480 0.102
H -2.157 -1.040 1.822 0.939 2.495 -0.097 0.185
H -1.784 0.582 0.842 -0.121 -0.978 2.228 0.045
H 2.420 -0.174 0.722 -0.863 -1.345 1.172 0.292
H 0.156 -1.663 -3.098 1.369 1.217 1.919 0.118
H 1.733 -0.935 -2.185 -2.195 -0.031 -0.278 0.202
H -0.916 0.647 -1.518 1.117 0.002 -2.074 0.339
H 1.726 1.370 -3.325 -1.203 0.751 1.814 0.319
H 0.564 2.741 -2.588 0.944 -2.214 0.228 0.282
H 1.591 1.634 -1.393 -1.065 0.058 -2.272 0.167
F 5.028 -2.147 -3.930 -0.028 0.287 -0.197 -0.298
C 5.302 -3.256 -3.231 0.190 -1.063 0.721 0.284
C 6.458 -3.975 -3.513 0.045 0.067 -0.075 -0.417
C 6.746 -5.127 -2.781 -0.398 0.129 0.174 -0.366
C 5.869 -5.553 -1.781 0.078 0.113 -0.132 -0.495
C 4.709 -4.827 -1.509 0.321 -0.029 -0.144 -0.413
C 4.427 -3.669 -2.233 0.017 0.157 -0.098 -0.197
H 7.124 -3.634 -4.299 -0.075 0.008 0.063 0.391
H 7.651 -5.692 -2.990 -0.139 0.116 -0.013 0.341
H 6.092 -6.454 -1.214 -0.050 0.161 -0.098 0.350
H 4.025 -5.163 -0.732 0.064 0.192 -0.233 0.426
H 3.534 -3.088 -2.028 0.043 -0.144 -0.008 0.409
F -1.211 -2.879 -4.670 0.037 -0.077 -0.071 -0.202
C -2.235 -3.711 -4.904 -0.724 -0.586 -0.079 0.274
C -2.356 -4.313 -6.152 0.054 0.032 -0.021 -0.560
C -3.418 -5.183 -6.395 -0.087 0.149 0.447 -0.431
C -4.356 -5.433 -5.390 0.055 0.012 -0.074 -0.407
C -4.228 -4.821 -4.142 0.292 0.059 -0.395 -0.595
C -3.159 -3.959 -3.896 0.000 0.098 0.112 -0.026
H -1.623 -4.100 -6.924 -0.031 -0.005 0.111 0.393
H -3.518 -5.664 -7.365 0.045 0.104 0.146 0.340
H -5.187 -6.108 -5.581 0.145 0.109 0.031 0.342
H -4.961 -5.014 -3.362 0.185 0.054 -0.103 0.353
H -3.040 -3.482 -2.929 0.095 -0.009 -0.046 0.487
F -1.163 3.419 3.794 -0.046 0.237 -0.054 -0.307
C -0.095 3.247 4.584 0.924 -0.153 0.686 0.451
C 0.436 1.972 4.749 -0.148 -0.143 0.007 0.215
C 1.551 1.793 5.568 -0.116 0.496 0.058 -0.716
C 2.117 2.891 6.221 -0.022 -0.006 -0.032 -0.359
C 1.575 4.165 6.053 -0.048 -0.369 -0.149 -0.534
C 0.466 4.346 5.226 -0.081 0.051 -0.043 -0.510
H -0.023 1.131 4.241 0.164 0.136 -0.067 0.148
H 1.978 0.802 5.697 -0.124 0.158 -0.077 0.411
H 2.985 2.750 6.863 -0.158 0.037 -0.111 0.378
H 2.015 5.017 6.565 -0.117 -0.134 -0.107 0.380
H 0.037 5.331 5.076 0.000 -0.104 0.008 0.410
F -1.059 5.108 -4.861 0.038 0.059 0.132 -0.308
C -1.416 4.764 -6.105 -0.265 -0.301 -0.944 0.289
C -0.712 3.763 -6.766 0.085 0.012 0.032 -0.349
C -1.087 3.400 -8.060 -0.285 0.384 0.144 -0.435
C -2.156 4.050 -8.682 0.032 -0.007 0.042 -0.415
C -2.853 5.056 -8.012 0.333 -0.255 0.096 -0.357
C -2.485 5.411 -6.715 0.023 0.029 0.064 -0.406
H 0.121 3.276 -6.270 -0.148 0.034 0.011 0.531
H -0.548 2.614 -8.583 -0.072 0.137 0.143 0.362
H -2.445 3.770 -9.693 0.044 0.051 0.191 0.347
H -3.682 5.563 -8.500 0.134 -0.084 0.126 0.343
H -3.021 6.185 -6.176 0.082 -0.078 -0.012 0.391
F -0.332 4.987 8.757 0.038 0.219 -0.071 -0.282
C -0.593 3.826 9.373 -0.216 -0.994 0.473 0.128
C -0.725 3.801 10.757 0.013 0.074 -0.012 -0.405
C -1.002 2.593 11.398 0.032 -0.126 -0.460 -0.406
C -1.133 1.422 10.648 0.012 0.072 0.044 -0.406
C -0.994 1.457 9.260 0.017 0.321 0.304 -0.518
C -0.728 2.666 8.618 0.008 0.058 -0.084 0.031
H -0.611 4.719 11.324 -0.015 -0.062 -0.091 0.401
H -1.114 2.564 12.479 0.037 0.043 -0.191 0.351
H -1.344 0.479 11.149 0.040 0.175 -0.098 0.357
H -1.092 0.543 8.679 0.018 0.204 0.061 0.377
H -0.626 2.713 7.539 0.041 0.033 0.063 0.359
```
Forces are in eV/Å.



Record 5
DFT (ωB97M-V/def2-TZVPD) results for a 2-piece molecular cluster, C4H7NO2 overall at a distorted geometry.

Results
HOMO-LUMO gap (alpha / beta) ... 8.52 / 8.52 eV
Energy ... -361.68477 Ha
Max |F| ... 2.10 eV/A
Highest occupied orbital energy (alpha / beta) ... -8.67 / -8.67 eV

```
14
Properties=species:S:1:pos:R:3:forces:R:3:mulliken_charge:R:1
O 2.247 0.044 0.700 -0.021 -0.196 -0.224 -0.515
C 0.862 0.127 0.765 -0.211 -0.019 -0.476 0.359
C 0.102 1.183 -0.054 -0.187 0.039 -0.345 -0.626
N -1.176 0.705 0.030 -0.206 0.142 -0.158 -0.105
C -1.135 -0.633 -0.456 -0.025 -0.045 -0.854 -0.354
C 0.135 -1.125 0.270 0.076 -0.292 -0.325 0.343
O 0.570 -2.237 0.449 -0.443 0.457 -0.376 -0.558
H 2.458 -0.902 0.761 0.072 0.134 -0.067 0.351
H 0.555 0.280 1.829 -0.065 0.131 -0.526 0.238
H 0.279 2.240 0.151 -0.096 -0.223 -0.348 0.229
H -0.062 0.663 -2.061 0.833 0.360 1.537 0.177
H -1.890 1.306 -0.347 -0.145 -0.038 0.028 0.232
H -0.922 -0.412 -1.718 0.472 -0.449 1.993 -0.088
H -2.024 -1.238 -0.320 -0.053 -0.001 0.141 0.317
```
Forces are in eV/Å.



Record 6
DFT (ωB97M-V/def2-TZVPD) results for C15H13BrNOSSnTe as an isolated structure.

Results
Charge ... +1
HOMO-LUMO gap ... 7.35 eV
Energy ... -4163.70156 Ha
Max |F| ... 0.38 eV/A
Highest occupied orbital energy ... -11.15 eV

```
34
Properties=species:S:1:pos:R:3:forces:R:3:mulliken_charge:R:1
Sn -1.258 0.857 1.256 -0.176 0.032 -0.008 0.433
C 2.228 0.228 2.135 0.027 -0.024 -0.009 -0.461
C 1.746 1.533 2.112 -0.026 -0.007 -0.089 -0.855
C 1.772 2.265 0.925 -0.014 -0.059 0.045 -0.407
C 2.290 1.692 -0.231 0.032 0.004 -0.026 -0.261
C 2.781 0.392 -0.201 -0.003 0.003 -0.020 -0.589
C 2.745 -0.342 0.977 0.002 -0.016 0.018 -0.278
H 2.230 -0.329 3.064 -0.002 0.002 -0.008 0.634
H 1.380 1.989 3.025 -0.007 0.008 0.007 0.521
H 1.409 3.285 0.909 0.015 0.014 0.003 0.436
H 2.333 2.268 -1.147 -0.010 -0.014 0.019 0.408
H 3.209 -0.044 -1.096 -0.014 0.009 0.020 0.464
H 3.139 -1.350 1.000 -0.011 0.017 0.000 0.414
O -4.957 -2.406 -2.925 -0.011 -0.070 -0.106 -0.502
C -4.299 -1.707 -2.004 0.047 0.101 0.138 0.963
C -4.915 -1.069 -0.925 -0.054 -0.016 -0.025 -0.761
C -4.134 -0.380 -0.029 0.030 -0.033 -0.032 -0.603
N -2.802 -0.296 -0.151 0.102 0.104 0.025 -0.189
C -2.237 -0.892 -1.197 0.029 0.006 0.033 0.454
Br -0.360 -0.648 -1.300 -0.025 -0.015 0.009 -0.165
C -2.912 -1.610 -2.147 0.004 -0.073 -0.095 -0.518
H -5.909 -2.417 -2.762 0.011 0.021 0.029 0.316
H -5.988 -1.109 -0.787 0.030 0.000 0.000 0.347
H -4.574 0.131 0.817 -0.012 -0.010 0.043 0.680
H -2.408 -2.082 -2.978 -0.018 0.016 0.022 0.477
Te -0.970 -1.374 2.849 -0.070 0.011 0.007 0.213
C -3.055 -1.158 3.040 0.021 0.172 -0.259 0.027
C -4.062 -2.033 2.757 0.072 -0.107 0.042 -0.480
C -5.354 -1.480 2.982 -0.093 -0.067 0.161 -0.379
C -5.319 -0.189 3.412 -0.045 0.113 -0.279 -0.562
S -3.704 0.375 3.509 0.083 -0.153 0.333 -0.066
H -3.889 -3.046 2.420 -0.008 0.027 0.033 0.451
H -6.274 -2.039 2.869 0.039 0.016 0.021 0.413
H -6.147 0.446 3.687 0.051 -0.010 -0.053 0.428
```
Forces are in eV/Å.